# 1
{
  "formula": "C10H10BBrO2",
  "method": "ωB97M-V with the def2-TZVPD basis set",
  "charge": 0,
  "fmax_ev_per_a": 4.6,
  "lumo_ev": 0.26,
  "e_homo_ev": -8.274,
  "orbital_gap_ev": 8.537,
  "total_energy_ha": -3136.4148,
  "elements": ["B", "C", "C", "C", "C", "C", "C", "C", "C", "C", "C", "O", "O", "Br", "H", "H", "H", "H", "H", "H", "H", "H", "H", "H"],
  "xyz": [[-1.827, 1.044, -1.330], [1.924, -2.283, -0.207], [0.699, -2.824, -0.422], [2.050, -1.046, 0.333], [-0.472, -2.060, -0.357], [0.930, -0.237, 0.528], [-0.272, -0.770, 0.006], [0.915, 1.051, 1.179], [-0.203, 1.687, 1.470], [-1.600, 1.263, 1.319], [-1.857, 0.433, 0.111], [-1.215, 2.229, -1.536], [-2.362, 0.284, -2.321], [-3.212, -0.887, 0.417], [2.856, -2.806, -0.233], [0.682, -3.961, -0.706], [3.043, -0.858, 0.774], [-1.372, -2.562, -0.807], [1.786, 1.442, 1.422], [-0.226, 2.658, 1.897], [-2.067, 0.805, 2.294], [-2.086, 2.232, 1.255], [-1.419, 2.741, -2.323], [-2.303, 0.515, -3.189]],
  "forces_ev_per_angstrom": [[-0.220, -0.761, -0.285], [0.724, -0.603, 0.602], [-0.498, -3.373, -1.355], [0.436, 1.606, 1.404], [0.356, -1.489, -1.484], [-0.774, -1.149, -1.100], [-2.838, 3.192, 1.017], [-3.297, -1.556, -1.073], [0.051, 0.110, 0.674], [-1.450, -0.311, 1.324], [3.068, -3.088, -0.013], [0.255, 1.117, 0.383], [-0.677, -1.378, 3.459], [-0.791, 0.212, -0.055], [0.092, -0.877, -0.384], [-0.290, 2.339, 0.393], [-0.570, 0.684, -0.372], [0.659, 1.118, 1.000], [4.016, 1.957, 0.992], [0.916, 0.763, 0.574], [1.182, 0.565, -1.683], [-0.848, 0.021, -0.334], [0.097, -0.303, -0.107], [0.400, 1.204, -3.577]]
}

# 2
{
  "formula": "C10H10BF4N2O2Rh",
  "method": "ωB97M-V with the def2-TZVPD basis set",
  "charge": 0,
  "fmax_ev_per_a": 0.7,
  "lumo_ev": -1.07,
  "e_homo_ev": -9.956,
  "orbital_gap_ev": 8.890,
  "total_energy_ha": -1182.1544,
  "elements": ["Rh", "N", "C", "C", "O", "O", "H", "H", "H", "H", "F", "B", "F", "F", "F", "C", "C", "C", "C", "C", "C", "C", "C", "N", "H", "H", "H", "H", "H", "H"],
  "xyz": [[0.374, -0.480, 0.308], [2.272, -1.264, 0.507], [2.589, -1.275, 1.957], [1.330, -1.310, 2.814], [1.397, -1.575, 3.987], [0.211, -0.990, 2.197], [2.346, -2.194, 0.112], [2.909, -0.656, -0.008], [3.125, -0.359, 2.204], [3.219, -2.118, 2.232], [1.563, 2.645, -1.650], [1.819, 1.504, -0.986], [3.108, 1.027, -1.083], [1.439, 1.555, 0.412], [0.918, 0.407, -1.522], [-0.986, -2.004, 0.073], [-1.688, -0.818, -0.409], [-1.922, -0.534, -1.781], [-2.224, 0.731, -2.178], [-2.285, 1.788, -1.231], [-2.083, 1.546, 0.101], [-1.778, 0.234, 0.538], [-2.599, 3.120, -1.684], [-2.867, 4.174, -2.051], [-0.771, -2.802, -0.628], [-1.220, -2.332, 1.078], [-1.841, -1.335, -2.504], [-2.402, 0.956, -3.221], [-2.163, 2.350, 0.819], [-1.791, 0.008, 1.597]],
  "forces_ev_per_angstrom": [[-0.205, -0.140, 0.656], [0.079, -0.013, 0.074], [0.058, -0.037, -0.021], [-0.080, 0.116, 0.127], [-0.008, -0.050, -0.079], [0.033, 0.068, 0.049], [-0.046, -0.005, -0.007], [0.046, -0.050, -0.021], [-0.026, 0.011, -0.015], [0.034, 0.002, -0.038], [-0.015, -0.028, 0.082], [-0.197, -0.070, -0.027], [0.015, -0.024, 0.036], [0.126, -0.100, -0.456], [0.138, 0.268, -0.034], [-0.023, 0.320, -0.424], [0.211, -0.324, 0.286], [0.017, -0.054, 0.016], [-0.001, 0.061, 0.013], [-0.036, 0.088, -0.123], [0.016, -0.079, 0.052], [-0.142, 0.116, -0.064], [0.021, -0.098, 0.037], [0.001, 0.003, -0.006], [-0.038, 0.076, -0.099], [0.023, -0.074, -0.006], [-0.010, 0.008, -0.005], [0.000, -0.008, 0.000], [-0.003, -0.012, 0.010], [0.010, 0.028, -0.016]]
}

# 3
{
  "formula": "C10H10BaBr2",
  "method": "ωB97M-V with the def2-TZVPD basis set",
  "charge": -2,
  "fmax_ev_per_a": 1.8,
  "lumo_ev": 4.17,
  "e_homo_ev": -0.058,
  "orbital_gap_ev": 4.233,
  "total_energy_ha": -5560.6717,
  "elements": ["C", "C", "C", "H", "C", "C", "H", "H", "H", "H", "Ba", "Br", "C", "C", "C", "H", "C", "C", "H", "H", "H", "H", "Br"],
  "xyz": [[-1.171, -0.886, -1.011], [-1.673, -2.053, -0.376], [-2.805, -1.693, 0.407], [-1.312, -3.066, -0.532], [-3.013, -0.293, 0.237], [-1.961, 0.216, -0.597], [-1.807, 1.252, -0.913], [-0.368, -0.845, -1.748], [-3.395, -2.379, 1.022], [-3.907, 0.243, 0.587], [-0.966, -0.584, 2.571], [1.229, -2.477, 2.127], [2.940, 1.550, 0.292], [1.896, 2.230, -0.412], [1.400, 1.342, -1.413], [1.478, 3.204, -0.173], [2.110, 0.110, -1.322], [3.067, 0.236, -0.269], [3.733, -0.562, 0.067], [3.569, 1.972, 1.073], [0.561, 1.534, -2.068], [1.989, -0.761, -1.973], [-1.593, 1.709, 4.425]],
  "forces_ev_per_angstrom": [[-0.435, -0.259, 0.399], [-0.155, 0.378, -0.138], [0.237, 0.082, -0.267], [0.092, 0.233, 0.194], [0.065, 0.263, 0.199], [-0.529, -0.500, 0.187], [-0.145, -0.432, 0.163], [-0.136, 0.013, 0.601], [-0.031, 0.191, -0.312], [0.635, -0.073, -0.011], [-0.044, 0.265, -1.778], [0.397, -0.589, 0.375], [-0.387, -0.520, -0.707], [0.233, -0.943, -0.150], [0.603, -0.215, 0.596], [0.171, -0.041, -0.067], [0.499, 0.768, 0.365], [-0.471, 0.648, -0.320], [-0.141, 0.317, -0.060], [-0.190, -0.106, 0.016], [-0.044, 0.057, -0.066], [-0.066, 0.260, 0.339], [-0.160, 0.204, 0.442]]
}

# 4
{
  "formula": "C10H10Br2Pd",
  "method": "ωB97M-V with the def2-TZVPD basis set",
  "charge": -2,
  "fmax_ev_per_a": 9.8,
  "lumo_ev": [5.82, 5.78],
  "e_homo_ev": [-0.032, -0.257],
  "spin_multiplicity": 3,
  "orbital_gap_ev": [5.855, 6.037],
  "total_energy_ha": -5662.8863,
  "elements": ["C", "C", "C", "H", "C", "C", "H", "H", "H", "H", "Pd", "Br", "C", "C", "C", "H", "C", "C", "H", "H", "H", "H", "Br"],
  "xyz": [[0.313, 2.529, -0.055], [-0.845, 1.872, 0.493], [-0.392, 0.703, 1.105], [-1.860, 2.296, 0.573], [0.992, 0.525, 0.874], [1.452, 1.708, 0.233], [2.460, 1.855, -0.152], [0.260, 3.477, -0.615], [-1.066, 0.001, 1.611], [1.575, -0.351, 1.160], [0.141, 0.732, -0.916], [-1.872, 1.219, -2.815], [2.535, 0.702, -3.199], [3.518, 1.312, -2.341], [3.212, 2.692, -2.240], [4.457, 0.865, -2.026], [2.028, 2.954, -3.016], [1.601, 1.705, -3.599], [0.889, 1.570, -4.416], [2.579, -0.307, -3.588], [3.839, 3.472, -1.817], [1.621, 3.951, -3.259], [0.122, -2.100, -0.810]],
  "forces_ev_per_angstrom": [[-0.341, 2.656, 1.042], [-0.662, 2.671, 1.565], [-1.419, -1.462, 2.407], [0.701, -0.496, -0.432], [1.440, 0.117, 2.962], [1.805, 1.185, 0.783], [-0.387, 0.100, 0.110], [0.373, -0.733, 0.366], [0.490, 0.134, -0.417], [-0.210, 0.437, -0.157], [-2.141, -4.541, -8.390], [-0.063, -0.069, 0.181], [0.334, 1.079, 0.626], [-0.439, 0.261, -1.037], [-0.737, 0.013, -1.237], [-0.230, -0.138, 0.226], [0.554, -0.816, -0.219], [1.220, 0.540, 0.284], [-0.103, 0.097, 0.673], [-0.167, -0.060, 0.222], [-0.064, -0.131, 0.253], [0.091, -0.635, 0.349], [-0.045, -0.210, -0.161]]
}

# 5
{
  "formula": "C10H10BrClO4Tl",
  "method": "ωB97M-V with the def2-TZVPD basis set",
  "charge": -1,
  "fmax_ev_per_a": 2.2,
  "lumo_ev": 1.81,
  "e_homo_ev": -3.557,
  "orbital_gap_ev": 5.363,
  "total_energy_ha": -3894.4196,
  "elements": ["C", "C", "C", "H", "C", "C", "H", "H", "H", "H", "Tl", "Br", "C", "C", "C", "H", "C", "C", "H", "H", "H", "H", "O", "Cl", "O", "O", "O"],
  "xyz": [[-1.840, -0.828, 0.551], [-1.731, -1.363, 1.804], [-1.793, -0.258, 2.834], [-1.440, -2.370, 2.083], [-2.063, 0.965, 1.987], [-2.037, 0.617, 0.661], [-2.159, 1.264, -0.212], [-1.772, -1.369, -0.397], [-2.218, -0.389, 3.839], [-2.128, 1.951, 2.432], [1.074, 0.518, -0.983], [1.207, -2.173, -0.633], [2.716, 0.761, -3.256], [1.610, 1.560, -3.715], [0.607, 0.672, -4.215], [1.565, 2.652, -3.726], [1.087, -0.663, -4.072], [2.378, -0.616, -3.473], [3.004, -1.480, -3.243], [3.662, 1.135, -2.861], [-0.330, 0.964, -4.695], [0.572, -1.568, -4.399], [-0.761, 1.133, 5.293], [0.024, 0.016, 4.867], [1.427, 0.237, 4.868], [-0.385, -1.224, 5.450], [-0.277, -0.142, 3.212]],
  "forces_ev_per_angstrom": [[-0.016, -1.498, 1.454], [-0.194, 0.122, -1.139], [2.190, 0.218, -0.242], [-0.160, 0.130, -0.234], [-0.076, 0.125, -1.184], [-0.512, 1.010, 1.782], [0.106, -0.105, 0.549], [0.125, 0.170, 0.526], [-0.758, -0.075, -0.832], [-0.064, -0.117, -0.240], [0.083, 0.389, -0.537], [0.002, -0.801, 0.333], [-0.737, -0.126, -0.159], [0.054, -0.622, -0.248], [0.698, 0.159, 0.324], [0.006, -0.417, 0.056], [0.600, 0.374, 0.294], [-0.495, 0.506, -0.466], [-0.259, 0.357, -0.003], [-0.279, -0.094, -0.144], [0.306, -0.069, 0.252], [0.126, 0.299, 0.234], [0.367, -0.541, -0.002], [-0.299, -0.238, -1.985], [-0.814, -0.118, 0.158], [0.194, 0.786, -0.173], [-0.196, 0.175, 1.626]]
}

# 6
{
  "formula": "C10H10ClFPd",
  "method": "ωB97M-V with the def2-TZVPD basis set",
  "charge": -2,
  "fmax_ev_per_a": 2.6,
  "lumo_ev": [6.60, 6.58],
  "e_homo_ev": [1.016, 1.401],
  "spin_multiplicity": 3,
  "orbital_gap_ev": [5.587, 5.175],
  "total_energy_ha": -1074.8126,
  "elements": ["C", "C", "C", "H", "C", "C", "H", "H", "H", "H", "Pd", "Cl", "C", "C", "C", "H", "C", "C", "H", "H", "H", "H", "F"],
  "xyz": [[0.300, 0.537, 2.372], [0.638, 1.489, 1.337], [1.612, 0.885, 0.484], [0.235, 2.491, 1.268], [1.861, -0.451, 0.943], [1.056, -0.672, 2.118], [1.029, -1.562, 2.736], [-0.390, 0.698, 3.191], [2.108, 1.370, -0.338], [2.568, -1.153, 0.522], [-0.382, -0.371, 0.319], [-2.557, 0.218, 1.448], [-1.725, -0.800, -1.504], [-0.418, -1.290, -1.855], [0.458, -0.168, -1.953], [-0.172, -2.334, -2.067], [-0.295, 1.011, -1.685], [-1.646, 0.642, -1.435], [-2.489, 1.308, -1.228], [-2.635, -1.388, -1.373], [1.499, -0.219, -2.268], [0.056, 2.043, -1.732], [-0.711, -2.285, 0.699]],
  "forces_ev_per_angstrom": [[1.659, -0.749, -0.164], [1.234, -0.529, 0.472], [0.871, 0.645, 1.770], [-0.042, -0.137, -0.164], [-0.248, 0.807, 0.827], [0.465, 1.958, 0.652], [-0.200, 0.053, -0.385], [-0.006, -0.139, -0.374], [-0.142, -0.073, -0.197], [-0.147, -0.033, -0.123], [0.163, -1.291, 1.599], [-2.306, 0.555, 1.143], [-0.065, 1.236, -1.622], [-0.472, 0.602, -0.556], [-0.544, 0.299, -1.856], [0.016, 0.443, 0.420], [-0.358, 0.054, -1.669], [-0.406, -0.841, -1.329], [0.543, -0.345, 0.130], [0.515, 0.180, 0.257], [-0.178, 0.045, 0.338], [0.068, -0.337, 0.186], [-0.420, -2.402, 0.645]]
}

# 7
{
  "formula": "C10H10CoN2O4",
  "method": "ωB97M-V with the def2-TZVPD basis set",
  "charge": 2,
  "fmax_ev_per_a": 11.1,
  "lumo_ev": [-6.96, -11.37],
  "e_homo_ev": [-13.328, -18.783],
  "spin_multiplicity": 4,
  "orbital_gap_ev": [6.372, 7.417],
  "total_energy_ha": -2179.4364,
  "elements": ["Co", "O", "C", "C", "O", "C", "O", "C", "O", "C", "H", "H", "C", "H", "H", "C", "C", "N", "C", "C", "N", "H", "H", "H", "H", "H", "H"],
  "xyz": [[0.199, 1.489, -0.844], [2.489, -0.124, -1.121], [1.567, 0.576, -1.086], [-1.334, 1.728, -0.306], [-2.471, 1.764, -0.057], [-0.436, 0.619, -2.143], [-0.981, 0.016, -2.986], [0.745, 1.873, 0.734], [1.090, 1.918, 1.843], [1.319, 3.040, -1.766], [2.150, 3.225, -1.098], [1.518, 2.638, -2.749], [0.103, 3.581, -1.492], [-0.646, 3.614, -2.267], [-0.014, 4.191, -0.610], [1.242, -2.205, 2.060], [-0.025, -2.145, 1.354], [-0.636, -1.318, 0.484], [-1.873, -1.932, 0.186], [-2.007, -3.127, 0.863], [-0.808, -3.237, 1.611], [1.092, -2.338, 3.114], [1.799, -3.066, 1.745], [1.738, -1.310, 1.844], [-2.583, -1.537, -0.485], [-2.739, -3.888, 0.932], [-0.499, -4.046, 2.239]],
  "forces_ev_per_angstrom": [[0.082, -0.414, 0.022], [-2.850, 2.223, -0.408], [8.259, -5.360, 0.077], [-10.203, 0.896, 2.586], [3.930, 0.173, -0.743], [-4.266, -3.278, -9.724], [1.871, 1.514, 3.864], [3.824, 3.966, 8.134], [-1.223, -1.265, -2.559], [0.347, 0.898, -0.601], [0.137, -0.010, -0.128], [0.207, 0.148, -0.106], [0.412, 0.466, -0.563], [-0.242, 0.115, -0.012], [-0.243, 0.054, 0.116], [-0.296, 0.885, -0.649], [-1.403, -1.708, 0.175], [-2.083, -0.854, -0.574], [3.372, 2.276, 0.355], [3.624, -1.510, 3.046], [-2.603, -1.738, -0.521], [-0.238, 0.157, 0.725], [0.463, -0.490, -0.471], [1.364, 1.153, 0.073], [-0.556, 0.645, -0.680], [-0.786, -0.439, -0.176], [-0.900, 1.498, -1.256]]
}

# 8
{
  "formula": "C10H10F5O2SSc",
  "method": "ωB97M-V with the def2-TZVPD basis set",
  "charge": 2,
  "fmax_ev_per_a": 4.3,
  "lumo_ev": [-10.62, -8.60],
  "e_homo_ev": [-16.891, -16.635],
  "orbital_gap_ev": [6.272, 8.030],
  "total_energy_ha": -2194.8769,
  "elements": ["Sc", "F", "C", "C", "F", "C", "F", "C", "S", "C", "F", "C", "F", "C", "O", "C", "C", "O", "C", "H", "H", "H", "H", "H", "H", "H", "H", "H", "H"],
  "xyz": [[8.140, 7.657, 3.663], [14.347, 9.649, 2.948], [13.066, 9.725, 3.282], [12.357, 8.515, 3.463], [12.837, 7.282, 3.274], [11.113, 8.743, 3.891], [10.363, 7.551, 3.990], [10.411, 9.920, 4.028], [8.689, 10.037, 4.391], [11.110, 11.080, 3.639], [10.550, 12.210, 3.559], [12.450, 10.922, 3.313], [13.057, 12.038, 3.004], [4.597, 7.646, 4.351], [6.086, 7.152, 4.011], [5.842, 5.823, 3.493], [7.136, 5.018, 3.971], [8.386, 5.631, 3.310], [9.530, 4.783, 3.910], [8.548, 8.220, 2.054], [4.713, 7.889, 5.359], [4.749, 8.400, 3.681], [5.645, 5.931, 2.284], [4.803, 5.333, 3.972], [7.099, 3.951, 3.843], [7.223, 5.489, 4.936], [9.155, 3.857, 3.389], [9.711, 4.617, 5.113], [10.396, 5.330, 3.486]],
  "forces_ev_per_angstrom": [[0.129, 0.115, -0.528], [-0.961, 0.183, 0.269], [2.790, -1.855, -1.051], [0.725, -0.111, 0.265], [-0.229, 1.513, 0.166], [-1.369, -2.923, -0.108], [-0.357, 0.555, 0.457], [-2.475, 1.203, 0.070], [1.897, 0.192, -0.123], [0.854, -2.126, 0.379], [-0.689, 1.505, 0.090], [-1.019, 2.487, 0.018], [0.864, 0.123, -0.180], [4.234, -0.449, -0.284], [-1.894, -0.758, 0.495], [-1.100, -2.131, -2.016], [-1.247, 3.115, -1.515], [-0.926, -1.293, 2.506], [-0.048, -0.477, -0.188], [-0.282, 0.016, 0.114], [-0.947, -0.187, 1.896], [-1.985, 2.281, -2.054], [0.664, -0.620, 3.064], [2.971, 1.219, -1.116], [0.175, -0.259, 0.129], [-0.032, -1.404, 1.129], [1.857, 0.398, 0.894], [-1.301, 0.902, -2.946], [-0.302, -1.215, 0.168]]
}

> Look up the charge of the sixth one.

-2

> Look up the charge of the third one.

-2

> Which formula does entry 4 have?

C10H10Br2Pd